{
  "formula": "C40H73BBr2N2O13S",
  "method": "ωB97M-V with the def2-TZVPD basis set",
  "multiplicity": 1,
  "energy_ev": -223833.296,
  "smiles": "CC(=O)OCCCN1c2ccccc2Sc2c1ccc(B(N)O)c2[C@@H](Br)[C@H](C)Br.COCCOC.COCCOC.COCCOC.COCCOC.COCCOC",
  "gap_ev": 7.73,
  "e_lumo_ev": -0.4,
  "species": ["C", "C", "O", "O", "C", "C", "C", "N", "C", "C", "C", "C", "C", "C", "S", "C", "C", "C", "C", "C", "B", "N", "O", "C", "C", "Br", "C", "C", "Br", "H", "H", "H", "H", "H", "H", "H", "H", "H", "H", "H", "H", "H", "H", "H", "H", "H", "H", "H", "H", "H", "H", "H", "C", "O", "C", "C", "O", "C", "H", "H", "H", "H", "H", "H", "H", "H", "H", "H", "C", "O", "C", "C", "O", "C", "H", "H", "H", "H", "H", "H", "H", "H", "H", "H", "C", "O", "C", "C", "O", "C", "H", "H", "H", "H", "H", "H", "H", "H", "H", "H", "C", "O", "C", "C", "O", "C", "H", "H", "H", "H", "H", "H", "H", "H", "H", "H", "C", "O", "C", "C", "O", "C", "H", "H", "H", "H", "H", "H", "H", "H", "H", "H"],
  "coordinates": [[5.0082, 2.1950, 0.3592], [4.4391, 0.7799, -0.2552], [5.0752, -0.3618, 0.1192], [3.2843, 0.6213, -1.1538], [3.3738, 1.5746, -2.2920], [2.0721, 1.4405, -3.3142], [0.6593, 1.5874, -2.4321], [-0.5352, 1.2896, -3.3112], [-1.5116, 2.4416, -3.3929], [-1.3855, 3.4289, -4.7245], [-2.4590, 4.6683, -4.8704], [-3.6511, 4.9341, -3.7310], [-3.7952, 3.9656, -2.3746], [-2.7076, 2.7383, -2.2619], [-2.7349, 1.4834, -0.8208], [-2.3577, -0.1591, -1.7219], [-1.2175, -0.0221, -2.9341], [-0.7622, -1.3435, -3.8506], [-1.5116, -2.7594, -3.5031], [-2.6619, -2.8868, -2.2990], [-3.3321, -4.4093, -2.1442], [-4.2805, -4.8340, -3.2918], [-3.0063, -5.2683, -0.9881], [-3.1264, -1.5889, -1.3542], [-4.2767, -1.7049, -0.1890], [-3.6332, -1.0599, 1.6363], [-5.5969, -0.8369, -0.7246], [-6.0748, 0.3387, 0.3128], [-7.1502, -2.1512, -0.8737], [6.1853, 2.1519, 0.5534], [4.8601, 3.1257, -0.3730], [4.4226, 2.4953, 1.3515], [3.3551, 2.6859, -1.8990], [4.3938, 1.4295, -2.8835], [2.1060, 0.4680, -3.9654], [2.1420, 2.3650, -4.0545], [0.6760, 2.7083, -2.0333], [0.7080, 0.8151, -1.5538], [-0.5261, 3.1887, -5.5145], [-2.4202, 5.3610, -5.8154], [-4.4295, 5.7988, -3.8566], [-4.6381, 4.1161, -1.5588], [0.0361, -1.2092, -4.7192], [-1.2450, -3.7066, -4.1515], [-3.7022, -4.7391, -4.1777], [-4.5773, -5.8325, -3.1747], [-2.6350, -4.6965, -0.2327], [-4.6779, -2.7908, 0.0045], [-5.4218, -0.4583, -1.8255], [-5.3215, 1.2260, 0.4401], [-7.0621, 0.8163, -0.1578], [-6.3738, -0.0290, 1.3826], [-2.2269, 3.4755, 6.1525], [-2.0167, 2.3343, 6.9773], [-3.0960, 1.3981, 6.8924], [-2.7295, 0.2080, 6.0020], [-2.5956, 0.6060, 4.6341], [-1.2333, 0.7269, 4.2403], [-1.2927, 4.0402, 6.1031], [-2.5167, 3.1935, 5.1354], [-2.9984, 4.1126, 6.5933], [-4.0119, 1.8884, 6.5385], [-3.2814, 1.0346, 7.9079], [-3.5432, -0.5237, 6.0412], [-1.8174, -0.2844, 6.3589], [-0.7891, -0.2684, 4.1359], [-0.6546, 1.3169, 4.9550], [-1.2003, 1.2278, 3.2684], [-4.8472, -6.3687, 6.5434], [-5.8047, -5.7944, 5.6602], [-6.3077, -4.5450, 6.1442], [-5.6592, -3.3656, 5.4147], [-4.2706, -3.2542, 5.7416], [-3.4328, -3.7564, 4.7064], [-4.3585, -7.1988, 6.0274], [-4.0816, -5.6443, 6.8390], [-5.3512, -6.7570, 7.4325], [-6.1689, -4.4619, 7.2298], [-7.3832, -4.5361, 5.9422], [-6.1389, -2.4396, 5.7484], [-5.8024, -3.4465, 4.3309], [-3.4297, -3.0590, 3.8624], [-3.7530, -4.7447, 4.3682], [-2.4143, -3.8358, 5.0977], [3.9751, 3.1372, -6.0648], [4.9640, 2.8104, -5.0943], [6.0992, 2.1603, -5.6750], [7.2758, 3.1280, -5.8262], [6.9974, 4.1334, -6.8055], [6.6489, 5.3794, -6.2126], [3.2443, 3.8033, -5.5995], [4.4087, 3.6477, -6.9305], [3.4627, 2.2280, -6.3905], [5.8377, 1.7035, -6.6381], [6.3892, 1.3569, -4.9909], [8.1465, 2.5689, -6.1843], [7.5397, 3.5801, -4.8631], [7.5418, 5.8486, -5.7868], [5.8878, 5.2618, -5.4376], [6.2507, 6.0321, -6.9949], [-4.0048, -9.3056, 12.7324], [-3.0292, -9.7505, 11.7958], [-3.6207, -10.2311, 10.5843], [-3.5073, -9.1956, 9.4625], [-4.3171, -8.0474, 9.7333], [-3.5474, -6.9448, 10.1995], [-3.4914, -8.7691, 13.5341], [-4.7315, -8.6292, 12.2715], [-4.5228, -10.1667, 13.1630], [-4.6662, -10.5222, 10.7484], [-3.0648, -11.1279, 10.2938], [-3.8857, -9.6392, 8.5356], [-2.4625, -8.9090, 9.2957], [-2.9766, -6.5153, 9.3696], [-2.8681, -7.2349, 11.0044], [-4.2344, -6.1839, 10.5814], [10.7395, 7.2922, -11.0286], [10.6756, 7.3613, -9.6081], [9.7021, 8.3074, -9.1548], [8.4244, 7.6072, -8.6848], [7.7343, 6.9981, -9.7804], [7.9364, 5.5900, -9.8269], [11.3395, 6.4211, -11.3033], [9.7459, 7.1845, -11.4750], [11.2253, 8.1898, -11.4205], [9.4824, 9.0468, -9.9357], [10.1458, 8.8377, -8.3065], [7.7482, 8.3572, -8.2616], [8.6438, 6.8724, -7.9015], [7.3682, 5.1085, -9.0243], [8.9935, 5.3282, -9.7400], [7.5647, 5.2217, -10.7876]],
  "lowdin_charge": [-0.04, -0.28, -0.04, -0.11, -0.18, -0.12, -0.17, -0.16, -0.15, 0.00, -0.07, -0.06, -0.06, -0.36, 0.79, -0.29, -0.13, 0.02, -0.02, 0.00, -0.46, 0.10, 0.03, -0.13, -0.62, 0.67, -0.67, -0.25, 0.58, 0.11, 0.08, 0.11, 0.12, 0.14, 0.11, 0.10, 0.15, 0.13, 0.10, 0.08, 0.08, 0.09, 0.10, 0.09, 0.08, 0.07, 0.12, 0.07, 0.11, 0.04, 0.09, 0.07, -0.11, -0.20, -0.19, -0.19, -0.23, -0.12, 0.09, 0.08, 0.09, 0.13, 0.12, 0.11, 0.13, 0.09, 0.08, 0.09, -0.11, -0.19, -0.19, -0.19, -0.21, -0.11, 0.09, 0.08, 0.08, 0.13, 0.12, 0.12, 0.13, 0.03, 0.09, 0.09, -0.11, -0.22, -0.19, -0.18, -0.21, -0.11, 0.08, 0.09, 0.09, 0.13, 0.12, 0.13, 0.13, 0.09, 0.08, 0.09, -0.11, -0.20, -0.19, -0.19, -0.21, -0.11, 0.09, 0.08, 0.09, 0.13, 0.12, 0.12, 0.13, 0.08, 0.08, 0.09, -0.11, -0.19, -0.19, -0.20, -0.19, -0.10, 0.09, 0.08, 0.09, 0.13, 0.12, 0.12, 0.11, 0.07, 0.09, 0.09]
}